1.
{
  "formula": "C4H8N2O",
  "method": "ωB97M-V with the def2-TZVPD basis set",
  "elements": ["C", "N", "C", "C", "O", "C", "N", "H", "H", "H", "H", "H", "H", "H", "H"],
  "xyz": [[-1.8099, 0.9660, 0.4969], [-0.3607, 1.1066, 0.3925], [0.2646, 0.2012, -0.5445], [1.8017, 0.2027, -0.4803], [1.8006, -1.1441, 0.0645], [0.4471, -1.2630, -0.1512], [-0.2832, -2.2806, -0.0770], [-2.1423, -0.0545, 0.7393], [-2.1636, 1.6527, 1.2731], [-2.2793, 1.2654, -0.4470], [0.0455, 0.9624, 1.3131], [-0.1784, 0.3362, -1.5360], [2.2507, 0.9265, 0.2044], [2.3196, 0.2074, -1.4420], [0.2877, -3.0848, 0.1944]],
  "nbo_charge": [-0.419, -0.601, -0.145, -0.070, -0.507, 0.541, -0.682, 0.188, 0.203, 0.194, 0.354, 0.214, 0.190, 0.188, 0.352],
  "e_homo_ev": -9.21,
  "homo_lumo_gap_ev": 10.243,
  "lumo_ev": 1.03,
  "e_above_lowest_kcal_mol": 51.83,
  "spin_multiplicity": 1
}

=====

2.
{
  "formula": "C4H8N2O",
  "method": "ωB97M-V with the def2-TZVPD basis set",
  "elements": ["H", "N", "C", "C", "N", "O", "C", "C", "H", "H", "H", "H", "H", "H", "H"],
  "xyz": [[-0.6903, 0.6724, 2.0147], [-1.1523, -0.1234, 1.5656], [-0.4893, -0.4658, 0.5262], [-0.9583, -1.6031, -0.3384], [0.9148, 0.0414, 0.2284], [2.0088, -0.2524, 1.0518], [0.9825, 1.1919, -0.4879], [-0.1538, 1.7402, -0.9982], [-1.4450, -2.3625, 0.2791], [-1.6700, -1.2299, -1.0784], [-0.1252, -2.0697, -0.8681], [1.9752, -1.2105, 1.2069], [1.9042, 1.7546, -0.3594], [-0.1541, 2.7773, -1.3179], [-0.9473, 1.1393, -1.4243]],
  "nbo_charge": [0.353, -0.585, 0.443, -0.691, -0.224, -0.533, 0.013, -0.582, 0.243, 0.240, 0.225, 0.474, 0.214, 0.212, 0.198],
  "e_homo_ev": -7.72,
  "smiles": "[H]/N=C(/C)N(O)C=C",
  "homo_lumo_gap_ev": 8.397,
  "lumo_ev": 0.68,
  "e_above_lowest_kcal_mol": 108.41,
  "spin_multiplicity": 1
}

=====

3.
{
  "formula": "C4H8N2O",
  "method": "ωB97M-V with the def2-TZVPD basis set",
  "elements": ["H", "N", "C", "C", "O", "N", "C", "C", "H", "H", "H", "H", "H", "H", "H"],
  "xyz": [[-1.2345, 1.8432, 1.9029], [-0.9124, 0.9280, 2.1937], [-0.7029, 0.2023, 1.0850], [-1.0335, 1.0698, -0.2742], [-0.8763, 2.4395, 0.0737], [-0.3286, -1.0224, 0.6607], [0.2860, -1.7628, -0.2148], [1.5819, -1.3206, -0.8442], [-2.0885, 0.8240, -0.6130], [-0.3181, 0.6583, -0.9799], [0.0659, 2.6404, 0.3935], [-0.1139, -2.7539, -0.5123], [1.4741, -1.5603, -1.9121], [2.4629, -1.9303, -0.2936], [1.7381, -0.2551, -0.6653]],
  "nbo_charge": [0.361, -0.722, 0.398, -0.110, -0.720, -0.439, 0.191, -0.690, 0.203, 0.157, 0.484, 0.187, 0.231, 0.244, 0.225],
  "e_homo_ev": -8.69,
  "smiles": "[H]/N=C(CO)/N=C\\C",
  "homo_lumo_gap_ev": 9.080,
  "lumo_ev": 0.39,
  "e_above_lowest_kcal_mol": 90.87,
  "spin_multiplicity": 1
}

=====

4.
{
  "formula": "C4H8N2O",
  "method": "ωB97M-V with the def2-TZVPD basis set",
  "elements": ["O", "C", "N", "C", "C", "C", "N", "H", "H", "H", "H", "H", "H", "H", "H"],
  "xyz": [[-0.2415, -2.8289, -0.2421], [-0.2065, -1.6122, -0.1528], [-0.4638, -0.7622, -1.1943], [-0.0150, 0.6234, -1.1703], [-0.3427, 1.2521, 0.1826], [0.3239, 0.4267, 1.2676], [0.0817, -0.9999, 1.0654], [-0.4799, -1.2453, -2.0779], [1.0863, 0.6874, -1.3137], [-0.5217, 1.1493, -1.9899], [-1.4227, 1.2757, 0.3588], [0.0388, 2.2778, 0.2144], [-0.0794, 0.6541, 2.2587], [1.4060, 0.6428, 1.3049], [0.8548, -1.5337, 1.4445]],
  "nbo_charge": [-0.642, 0.778, -0.641, -0.213, -0.421, -0.214, -0.647, 0.405, 0.175, 0.211, 0.215, 0.221, 0.203, 0.179, 0.393],
  "e_homo_ev": -9.58,
  "smiles": "O=C1NCCCN1",
  "homo_lumo_gap_ev": 10.360,
  "lumo_ev": 0.78,
  "e_above_lowest_kcal_mol": 6.80,
  "spin_multiplicity": 1
}

=====

5.
{
  "formula": "C4H8N2O",
  "method": "ωB97M-V with the def2-TZVPD basis set",
  "elements": ["C", "N", "C", "C", "C", "N", "O", "H", "H", "H", "H", "H", "H", "H", "H"],
  "xyz": [[-1.3441, 1.4949, -0.4602], [-0.0342, 0.9943, -0.1187], [0.0896, -0.2530, 0.0881], [-1.0030, -1.2833, 0.1180], [1.5097, -0.7451, 0.2999], [2.4225, 0.2497, 0.3206], [1.7608, -1.9349, 0.4106], [-1.6226, 1.0923, -1.4431], [-2.1160, 1.1967, 0.2598], [-1.3063, 2.5841, -0.5071], [-1.6095, -1.2643, -0.7954], [-0.5713, -2.2768, 0.2426], [-1.6785, -1.0787, 0.9578], [2.1079, 1.2011, 0.1925], [3.3950, 0.0232, 0.4345]],
  "nbo_charge": [-0.450, -0.408, 0.217, -0.708, 0.615, -0.811, -0.609, 0.203, 0.194, 0.206, 0.228, 0.263, 0.232, 0.424, 0.403],
  "e_homo_ev": -9.58,
  "smiles": "C/N=C(\\C)C(N)=O",
  "homo_lumo_gap_ev": 10.371,
  "lumo_ev": 0.79,
  "e_above_lowest_kcal_mol": 17.47,
  "spin_multiplicity": 1
}

=====

6.
{
  "formula": "C4H8N2O",
  "method": "ωB97M-V with the def2-TZVPD basis set",
  "elements": ["C", "C", "C", "N", "N", "C", "O", "H", "H", "H", "H", "H", "H", "H", "H"],
  "xyz": [[1.6854, 0.4220, 0.5544], [1.3072, -0.4463, -0.5889], [0.0427, -0.6762, -0.9238], [-1.0000, -0.0650, -0.2095], [-2.0370, -0.8549, 0.3213], [-0.9462, 1.2345, 0.1683], [-0.2413, 2.0894, -0.3068], [2.6794, 0.1541, 0.9136], [0.9793, 0.3302, 1.3754], [1.6966, 1.4687, 0.2486], [2.0992, -0.8880, -1.1724], [-0.2622, -1.3521, -1.7124], [-2.6190, -1.2237, -0.4299], [-1.6521, -1.6389, 0.8448], [-1.7320, 1.4464, 0.9173]],
  "nbo_charge": [-0.666, -0.159, -0.069, -0.317, -0.638, 0.521, -0.603, 0.213, 0.207, 0.263, 0.210, 0.198, 0.356, 0.354, 0.127],
  "e_homo_ev": -9.09,
  "smiles": "C/C=C\\N(N)C=O",
  "homo_lumo_gap_ev": 9.961,
  "lumo_ev": 0.87,
  "e_above_lowest_kcal_mol": 56.06,
  "spin_multiplicity": 1
}

=====

7.
{
  "formula": "C4H8N2O",
  "method": "ωB97M-V with the def2-TZVPD basis set",
  "elements": ["H", "N", "C", "N", "C", "C", "C", "O", "H", "H", "H", "H", "H", "H", "H"],
  "xyz": [[-0.6808, -0.5544, 1.9746], [0.2159, -0.4117, 1.5037], [0.0291, -0.2742, 0.2452], [-1.1443, -0.1768, -0.4389], [-2.4193, 0.0638, 0.1843], [1.2232, -0.2056, -0.6963], [2.5231, 0.3811, -0.2172], [1.0751, -0.5991, -1.8369], [-1.0680, -0.2349, -1.4421], [-3.1034, 0.4603, -0.5690], [-2.3169, 0.8160, 0.9777], [-2.8711, -0.8374, 0.6190], [3.0338, -0.3019, 0.4677], [3.1489, 0.5574, -1.0955], [2.3547, 1.3172, 0.3237]],
  "nbo_charge": [0.333, -0.701, 0.337, -0.605, -0.420, 0.559, -0.715, -0.542, 0.419, 0.215, 0.201, 0.192, 0.255, 0.234, 0.239],
  "e_homo_ev": -9.18,
  "smiles": "[H]/N=C(\\NC)C(C)=O",
  "homo_lumo_gap_ev": 9.971,
  "lumo_ev": 0.79,
  "e_above_lowest_kcal_mol": 27.13,
  "spin_multiplicity": 1
}

=====

8.
{
  "formula": "C4H8N2O",
  "method": "ωB97M-V with the def2-TZVPD basis set",
  "elements": ["N", "C", "C", "C", "O", "C", "N", "H", "H", "H", "H", "H", "H", "H", "H"],
  "xyz": [[-2.7005, -0.5466, -0.1443], [-0.5517, 0.0430, 0.5217], [0.4991, -0.5017, -0.4255], [1.8870, 0.1686, -0.3937], [2.4432, 0.0061, 0.8951], [-1.2549, 1.2232, 0.1833], [-2.1184, 1.9330, -0.1538], [-3.2977, -1.3812, -0.3358], [-3.0145, -0.2709, 0.7904], [-0.2809, -0.0483, 1.5853], [0.1025, -0.4261, -1.4388], [0.6504, -1.5560, -0.1781], [1.8191, 1.2312, -0.6705], [2.5169, -0.3231, -1.1566], [3.3005, 0.4488, 0.9214]],
  "nbo_charge": [-0.725, -0.089, -0.473, -0.051, -0.727, 0.200, -0.272, 0.316, 0.315, 0.234, 0.232, 0.227, 0.167, 0.169, 0.476],
  "e_homo_ev": [-9.15, -10.29],
  "homo_lumo_gap_ev": [8.644, 9.513],
  "lumo_ev": [-0.50, -0.78],
  "e_above_lowest_kcal_mol": 127.71,
  "spin_multiplicity": 1
}

=====

9.
{
  "formula": "C4H8N2O",
  "method": "ωB97M-V with the def2-TZVPD basis set",
  "elements": ["C", "C", "C", "N", "C", "N", "H", "H", "H", "H", "H", "H", "O", "H", "H"],
  "xyz": [[-1.2878, 0.3823, -2.7184], [-0.9402, 0.4678, -1.2816], [-0.1221, 1.2846, -0.5221], [0.2093, 0.4471, 0.5792], [-0.7385, -0.5262, 0.6400], [-1.4485, -0.5243, -0.4556], [-2.3443, 0.3307, -2.9688], [-0.8066, 1.1564, -3.3311], [-0.8805, -0.5997, -2.9790], [0.0625, 2.3408, -0.4139], [1.0044, 0.5556, 1.1754], [-1.1360, -1.0643, 1.4819], [2.5484, -1.2109, 3.7323], [2.6286, -1.4320, 2.7984], [3.2515, -1.6079, 4.2634]],
  "nbo_charge": [-0.639, 0.120, -0.143, -0.550, 0.167, -0.474, 0.227, 0.216, 0.231, 0.224, 0.412, 0.209, -0.955, 0.474, 0.481],
  "e_homo_ev": -8.34,
  "smiles": "Cc1c[nH]cn1.O",
  "homo_lumo_gap_ev": 8.943,
  "lumo_ev": 0.61,
  "e_above_lowest_kcal_mol": 50.80,
  "spin_multiplicity": 1
}

=====

10.
{
  "formula": "C4H8N2O",
  "method": "ωB97M-V with the def2-TZVPD basis set",
  "elements": ["C", "C", "N", "C", "C", "N", "O", "H", "H", "H", "H", "H", "H", "H", "H"],
  "xyz": [[-1.8445, -0.6887, -0.1896], [-0.6515, 0.1488, -0.6330], [-0.4620, 1.3687, 0.2072], [0.9034, 0.9619, 0.6259], [0.7031, -0.2983, -0.1996], [1.4564, -1.2061, -0.6524], [2.5653, -1.3497, 0.1973], [-2.7672, -0.1612, -0.4515], [-1.8414, -0.8347, 0.8966], [-1.8470, -1.6701, -0.6755], [-0.6621, 0.3047, -1.7174], [-0.4640, 2.2177, -0.3443], [1.0592, 0.9564, 1.7124], [1.7321, 1.5249, 0.1697], [2.1204, -1.2743, 1.0540]],
  "nbo_charge": [-0.606, -0.098, -0.607, -0.303, 0.194, -0.106, -0.558, 0.217, 0.213, 0.219, 0.202, 0.362, 0.206, 0.211, 0.452],
  "e_homo_ev": -9.47,
  "smiles": "C[C@H]1NC/C1=N\\O",
  "homo_lumo_gap_ev": 10.205,
  "lumo_ev": 0.73,
  "e_above_lowest_kcal_mol": 95.07,
  "spin_multiplicity": 1
}

=====

11.
{
  "formula": "C4H8N2O",
  "method": "ωB97M-V with the def2-TZVPD basis set",
  "elements": ["C", "C", "C", "N", "C", "N", "H", "H", "H", "H", "H", "H", "O", "H", "H"],
  "xyz": [[0.9396, -1.6668, 1.1371], [0.0184, -0.7827, 0.3644], [-1.0694, -0.1616, 0.9235], [-1.4908, 0.7260, -0.0368], [-0.8328, 0.4074, -1.1807], [-0.0117, -0.6004, -1.0064], [1.5097, -2.3153, 0.4710], [0.3154, -2.3357, 1.7358], [1.6005, -1.1737, 1.8384], [-1.4873, -0.2776, 1.9095], [-2.2414, 1.3893, 0.0169], [-1.0279, 1.0219, -2.0461], [1.7334, 1.7157, -0.3868], [1.4571, 0.7892, -0.4426], [2.3553, 1.7705, 0.3432]],
  "nbo_charge": [-0.647, 0.083, -0.116, -0.511, 0.182, -0.489, 0.231, 0.221, 0.219, 0.217, 0.417, 0.201, -0.955, 0.482, 0.464],
  "e_homo_ev": -8.64,
  "smiles": "Cc1c[nH]cn1.O",
  "homo_lumo_gap_ev": 9.493,
  "lumo_ev": 0.85,
  "e_above_lowest_kcal_mol": 30.13,
  "spin_multiplicity": 1
}

=====

12.
{
  "formula": "C4H8N2O",
  "method": "ωB97M-V with the def2-TZVPD basis set",
  "elements": ["C", "C", "O", "C", "N", "C", "N", "H", "H", "H", "H", "H", "H", "H", "H"],
  "xyz": [[1.8511, -0.1838, 0.5411], [1.5470, -1.3088, -0.4090], [0.2615, -1.6722, -0.4126], [-0.7906, -0.7954, -0.1107], [-1.7956, -1.0948, 0.5821], [-0.6862, 0.5031, -0.8776], [-0.8424, 1.6450, 0.0080], [1.0470, 0.3002, 1.1162], [2.4938, 0.5826, 0.0876], [2.5154, -0.7288, 1.2279], [0.2940, 0.5298, -1.3633], [-1.7332, -2.0238, 0.9982], [-1.4282, 0.4483, -1.6877], [-1.2882, 2.4117, -0.4825], [-1.4454, 1.3869, 0.7824]],
  "nbo_charge": [-0.818, 0.325, -0.524, 0.554, -0.652, -0.302, -0.832, 0.216, 0.257, 0.268, 0.195, 0.362, 0.210, 0.366, 0.376],
  "e_homo_ev": -8.58,
  "homo_lumo_gap_ev": 9.080,
  "lumo_ev": 0.50,
  "e_above_lowest_kcal_mol": 103.91,
  "spin_multiplicity": 1
}

=====

13.
{
  "formula": "C4H8N2O",
  "method": "ωB97M-V with the def2-TZVPD basis set",
  "elements": ["C", "O", "C", "N", "N", "C", "C", "H", "H", "H", "H", "H", "H", "H", "H"],
  "xyz": [[0.1978, -1.4621, -2.2121], [-0.8999, -1.6658, -1.3775], [-1.0253, -1.0995, -0.2046], [-0.2381, -0.0860, 0.0158], [-0.6006, 0.7164, 1.1744], [0.6195, 0.8810, 2.0503], [0.1826, 1.9624, 1.2339], [0.1735, -0.3639, -2.5104], [1.1654, -1.9303, -1.8393], [0.1194, -1.8959, -3.2949], [-1.9173, -1.2838, 0.2667], [0.2422, 1.0044, 3.0568], [1.4271, 0.2069, 1.6988], [0.9709, 2.2304, 0.3982], [-0.4172, 2.7856, 1.5437]],
  "nbo_charge": [-0.278, -0.492, 0.387, -0.388, -0.284, -0.290, -0.269, 0.202, 0.197, 0.195, 0.173, 0.210, 0.227, 0.200, 0.210],
  "e_homo_ev": -8.85,
  "smiles": "CO/C=N/N1CC1",
  "homo_lumo_gap_ev": 9.912,
  "lumo_ev": 1.06,
  "e_above_lowest_kcal_mol": 116.26,
  "spin_multiplicity": 1
}

=====

14.
{
  "formula": "C4H8N2O",
  "method": "ωB97M-V with the def2-TZVPD basis set",
  "elements": ["C", "C", "C", "N", "O", "C", "N", "H", "H", "H", "H", "H", "H", "H", "H"],
  "xyz": [[-0.5349, -0.3780, -1.4558], [-0.0507, 0.2544, -0.1789], [0.7069, -0.5099, 0.8389], [0.7367, -1.8705, 0.6723], [1.2078, 0.0087, 1.8295], [-0.7989, 1.5989, 0.6878], [0.2201, 1.6574, -0.2450], [0.3009, -0.6051, -2.1275], [-1.1933, 0.3137, -1.9829], [-1.0983, -1.2936, -1.2712], [0.5405, -2.3037, -0.2113], [1.2681, -2.3856, 1.3544], [-1.8164, 1.6487, 0.3260], [-0.6217, 1.8755, 1.7195], [1.1330, 1.9892, 0.0442]],
  "nbo_charge": [-0.638, -0.006, 0.632, -0.827, -0.650, -0.132, -0.619, 0.218, 0.237, 0.210, 0.391, 0.403, 0.181, 0.214, 0.386],
  "e_homo_ev": -8.63,
  "smiles": "C[C@]1(C(N)=O)CN1",
  "homo_lumo_gap_ev": 9.536,
  "lumo_ev": 0.91,
  "e_above_lowest_kcal_mol": 51.45,
  "spin_multiplicity": 1
}

=====

15.
{
  "formula": "C4H8N2O",
  "method": "ωB97M-V with the def2-TZVPD basis set",
  "elements": ["C", "N", "C", "N", "H", "H", "H", "H", "H", "H", "C", "C", "O", "H", "H"],
  "xyz": [[-0.8158, -1.9797, -0.7358], [-1.4584, -0.7993, -1.2526], [-1.3522, 0.3245, -0.7082], [-0.7826, 0.6483, 0.5876], [0.2592, -1.9476, -0.9564], [-0.9467, -2.1049, 0.3532], [-1.2585, -2.8474, -1.2393], [-1.7621, 1.1932, -1.1985], [-0.6217, -0.1391, 1.1957], [-1.1275, 1.4646, 1.0668], [2.1521, 1.3566, 1.0603], [1.5545, 1.0022, -0.0422], [1.4131, 0.6851, -1.1779], [3.0828, 1.9034, 1.0373], [1.6637, 1.2402, 2.0100]],
  "nbo_charge": [-0.453, -0.449, 0.291, -0.866, 0.215, 0.164, 0.209, 0.170, 0.386, 0.397, -0.783, 0.716, -0.501, 0.262, 0.240],
  "e_homo_ev": -8.96,
  "smiles": "C/N=C\\N.C=C=O",
  "homo_lumo_gap_ev": 9.690,
  "lumo_ev": 0.72,
  "e_above_lowest_kcal_mol": 66.67,
  "spin_multiplicity": 1
}

=====

16.
{
  "formula": "C4H8N2O",
  "method": "ωB97M-V with the def2-TZVPD basis set",
  "elements": ["H", "N", "C", "C", "N", "C", "C", "O", "H", "H", "H", "H", "H", "H", "H"],
  "xyz": [[-1.1276, 2.6738, -0.1592], [-0.5786, 1.8691, 0.1293], [0.4283, 1.6139, -0.6104], [1.2419, 0.4321, -0.3828], [1.2443, -0.2384, 0.9046], [0.4994, -0.9375, -0.0946], [-0.9884, -1.0241, -0.0508], [-1.4934, -1.9748, 0.8571], [0.6415, 2.1333, -1.5522], [2.1730, 0.3784, -0.9349], [0.6381, 0.2416, 1.5674], [1.0065, -1.7967, -0.5219], [-1.3654, 0.0067, 0.2701], [-1.4070, -1.2570, -1.0333], [-0.9126, -2.1206, 1.6117]],
  "nbo_charge": [0.353, -0.660, 0.117, -0.155, -0.576, -0.051, -0.119, -0.720, 0.165, 0.210, 0.372, 0.201, 0.211, 0.181, 0.470],
  "e_homo_ev": -9.32,
  "smiles": "[H]/N=C/[C@H]1N[C@H]1CO",
  "homo_lumo_gap_ev": 10.309,
  "lumo_ev": 0.98,
  "e_above_lowest_kcal_mol": 70.66,
  "spin_multiplicity": 1
}